# 1
The following is a DFT calculation (ωB97M-V with the def2-TZVPD basis set) of C32H34N4O2PdSSi as an isolated structure at a distorted geometry.

```
75
C32H34N4O2PdSSi (ωB97M-V with the def2-TZVPD basis set)
Pd 0.15 0.16 -0.18
O 1.98 -0.75 3.68
C 1.65 -0.43 2.55
O 0.48 -0.33 2.09
C 2.80 -0.09 1.55
C 4.11 -0.30 1.95
C 5.13 0.00 1.07
C 4.80 0.54 -0.17
C 3.46 0.73 -0.48
N 2.48 0.41 0.36
H 4.28 -0.70 2.94
H 6.16 -0.17 1.33
H 5.56 0.81 -0.88
H 3.18 1.14 -1.44
C 0.34 0.29 -2.38
Si -0.22 -1.48 -2.65
C -1.62 -1.96 -1.36
N -1.16 -1.73 0.00
C -2.20 -1.38 0.96
C -3.04 -2.60 1.36
C -2.14 -3.71 1.91
C -0.66 -3.31 1.86
C -0.29 -2.82 0.47
C 1.16 -2.77 -2.47
C 0.93 -4.11 -2.77
C 1.94 -5.05 -2.72
C 3.22 -4.67 -2.37
C 3.48 -3.34 -2.05
C 2.45 -2.41 -2.10
C -1.02 -1.78 -4.36
C -2.32 -1.38 -4.64
C -2.86 -1.54 -5.91
C -2.11 -2.11 -6.92
C -0.81 -2.52 -6.65
C -0.27 -2.35 -5.39
H -0.27 1.07 -2.84
H 1.38 0.46 -2.66
H -1.93 -3.00 -1.50
H -2.51 -1.35 -1.53
H -2.84 -0.61 0.52
H -1.70 -0.96 1.84
H -3.59 -2.95 0.49
H -3.77 -2.28 2.10
H -2.27 -4.62 1.32
H -2.41 -3.95 2.94
H -0.04 -4.17 2.11
H -0.46 -2.53 2.59
H -0.35 -3.66 -0.23
H 0.75 -2.47 0.47
H -0.07 -4.42 -3.07
H 1.73 -6.08 -2.96
H 4.01 -5.40 -2.34
H 4.47 -3.03 -1.77
H 2.67 -1.38 -1.86
H -2.92 -0.94 -3.86
H -3.88 -1.22 -6.10
H -2.53 -2.24 -7.90
H -0.22 -2.97 -7.44
H 0.74 -2.66 -5.19
N -2.89 1.22 -1.94
C -2.56 2.03 -0.91
N -1.66 1.73 -0.03
C -1.59 2.67 0.97
C -0.75 2.62 2.07
C -0.82 3.64 3.00
C -1.68 4.72 2.83
C -2.52 4.79 1.73
C -2.48 3.76 0.81
S -3.43 3.54 -0.64
H -2.16 0.56 -2.18
H -3.41 1.62 -2.71
H -0.09 1.77 2.19
H -0.18 3.60 3.87
H -1.70 5.51 3.56
H -3.18 5.63 1.58
```

Calculated values
F_max = 0.0415 hartree/bohr
Lowest unoccupied orbital energy (spin up / spin down) = -0.0241 / -0.0242 hartree
Energy above the lowest of the compared OMol25 structures with the same formula, charge and spin = 170.0 kJ/mol
Multiplicity = 1
Frontier orbital gap (spin up / spin down) = 7.097 / 7.099 eV

=====

# 2
The following is a DFT calculation (ωB97M-V with the def2-TZVPD basis set) of C32H34N5O3PSW as an isolated structure.

```
77
C32H34N5O3PSW (ωB97M-V with the def2-TZVPD basis set)
W -0.03 -0.21 -0.25
C -3.41 2.64 -1.29
C -2.11 1.94 -1.09
N -1.80 1.25 -0.04
N -2.67 1.15 1.01
C -2.39 0.32 2.03
N -3.21 0.22 3.05
S -0.95 -0.63 2.01
C -1.05 1.99 -2.11
C -1.11 2.85 -3.19
C -0.07 2.86 -4.12
C 0.99 1.99 -3.95
C 1.00 1.16 -2.84
N 0.02 1.15 -1.93
H -4.23 2.17 -0.76
H -3.68 2.63 -2.35
H -3.33 3.69 -0.97
H -3.51 1.72 1.01
H -4.06 0.76 3.13
H -3.00 -0.41 3.81
H -1.95 3.52 -3.31
H -0.10 3.54 -4.96
H 1.81 1.96 -4.65
H 1.83 0.48 -2.67
C 0.61 2.50 1.20
C 2.12 2.46 1.16
C 2.69 3.88 1.05
C 2.54 1.63 -0.06
C 4.05 1.49 -0.16
O 4.27 0.08 0.00
C 3.17 -0.59 0.10
N 2.04 0.17 -0.01
C 3.39 -2.01 0.31
C 4.72 -2.40 0.57
C 5.04 -3.74 0.73
C 4.06 -4.71 0.62
C 2.74 -4.34 0.38
C 2.40 -3.00 0.24
P 0.67 -2.69 -0.10
C 0.33 -3.35 -1.73
C -0.19 -4.63 -1.91
C -0.32 -5.14 -3.19
C 0.06 -4.38 -4.29
C 0.59 -3.10 -4.12
C 0.73 -2.60 -2.84
C -0.29 -3.50 1.18
C 0.28 -3.66 2.45
C -0.45 -4.25 3.46
C -1.76 -4.68 3.22
C -2.33 -4.51 1.96
C -1.61 -3.91 0.94
H 0.19 2.88 2.14
H 0.27 1.44 1.16
H 0.20 3.07 0.37
H 2.51 1.99 2.06
H 2.34 4.37 0.13
H 3.77 3.91 1.06
H 2.35 4.48 1.89
H 2.14 2.10 -0.95
H 4.59 1.98 0.64
H 4.48 1.78 -1.12
H 5.50 -1.66 0.64
H 6.07 -4.02 0.93
H 4.31 -5.76 0.72
H 1.99 -5.11 0.30
H -0.49 -5.24 -1.06
H -0.71 -6.14 -3.33
H -0.05 -4.79 -5.29
H 0.90 -2.53 -4.98
H 1.20 -1.62 -2.71
H 1.30 -3.35 2.65
H -0.01 -4.40 4.43
H -2.32 -5.17 4.00
H -3.34 -4.85 1.77
H -2.07 -3.78 -0.03
O -1.32 -1.07 -1.08
O -2.17 -1.76 -1.67
```

Calculated values
F_max = 0.0185 hartree/bohr
Charge = +4
Lowest unoccupied orbital energy (spin up / spin down) = -0.5131 / -0.5134 hartree
Multiplicity = 1
Frontier orbital gap (spin up / spin down) = 5.390 / 5.380 eV

=====

# 3
The following is a DFT calculation (ωB97M-V with the def2-TZVPD basis set) of C32H35AsNOPtS as an isolated structure at a distorted geometry.

```
72
C32H35AsNOPtS (ωB97M-V with the def2-TZVPD basis set)
Pt 1.79 0.42 -0.79
S 1.57 2.16 -2.54
C 0.30 3.30 -2.16
C 0.00 4.21 -3.18
C -0.93 5.21 -3.00
C -1.59 5.34 -1.78
C -1.31 4.44 -0.77
C -0.39 3.40 -0.94
As -0.08 2.08 0.48
C -1.48 0.81 0.01
C -2.32 0.93 -1.09
C -3.38 0.06 -1.27
C -3.62 -0.96 -0.35
C -2.78 -1.10 0.75
C -1.73 -0.22 0.93
C -1.20 2.96 1.87
C -2.55 2.74 2.07
C -3.25 3.43 3.06
C -2.59 4.35 3.86
C -1.24 4.59 3.67
C -0.55 3.89 2.69
H 0.53 4.11 -4.12
H -1.15 5.89 -3.82
H -2.31 6.13 -1.62
H -1.83 4.55 0.17
H -2.14 1.72 -1.81
H -4.03 0.16 -2.13
H -4.44 -1.65 -0.50
H -2.94 -1.90 1.46
H -1.08 -0.33 1.79
H -3.08 2.03 1.45
H -4.31 3.25 3.20
H -3.13 4.89 4.63
H -0.72 5.32 4.28
H 0.51 4.06 2.53
C 4.69 0.18 -0.93
C 3.63 0.90 -0.12
O 3.90 1.58 0.82
H 5.67 0.33 -0.48
H 4.67 0.59 -1.94
H 4.47 -0.89 -0.99
C 0.64 -5.92 1.47
C 0.94 -4.44 1.44
C 1.30 -3.78 2.61
C 1.52 -2.40 2.57
C 1.94 -1.63 3.79
C 1.36 -1.73 1.38
C 1.04 -2.36 0.14
C 0.83 -3.75 0.24
N 0.92 -1.61 -1.01
C 0.74 -2.29 -2.30
C 1.89 -3.26 -2.61
C -0.61 -3.03 -2.37
C 0.73 -1.24 -3.41
H 0.77 -6.32 2.48
H 1.30 -6.47 0.80
H -0.39 -6.10 1.15
H 1.40 -4.32 3.54
H 1.97 -2.28 4.67
H 1.25 -0.81 3.99
H 2.93 -1.19 3.65
H 1.50 -0.65 1.38
H 0.57 -4.35 -0.62
H 1.92 -4.10 -1.93
H 2.85 -2.74 -2.56
H 1.77 -3.65 -3.63
H -0.66 -3.86 -1.68
H -0.76 -3.42 -3.38
H -1.41 -2.33 -2.14
H 1.69 -0.75 -3.49
H -0.02 -0.48 -3.20
H 0.49 -1.71 -4.37
```

Calculated values
F_max = 0.0279 hartree/bohr
Charge = -1
Lowest unoccupied orbital energy = 0.0925 hartree
Energy above the lowest of the compared OMol25 structures with the same formula, charge and spin = 201.6 kJ/mol
Multiplicity = 1
Frontier orbital gap = 6.347 eV

=====

# 4
The following is a DFT calculation (ωB97M-V with the def2-TZVPD basis set) of C32H35BiN7OSeSi as an isolated structure at a distorted geometry.

```
78
C32H35BiN7OSeSi (ωB97M-V with the def2-TZVPD basis set)
Bi -0.52 0.83 0.22
C -2.13 0.92 4.96
C -3.50 1.11 4.96
C -4.19 0.99 3.76
C -3.50 0.68 2.59
N -2.18 0.47 2.61
C -1.53 0.59 3.75
C -4.18 0.59 1.28
C -5.53 0.93 1.12
C -6.09 0.88 -0.14
C -5.30 0.51 -1.22
C -3.98 0.18 -0.96
N -3.44 0.21 0.24
H -1.55 1.02 5.86
H -4.03 1.36 5.87
H -5.26 1.13 3.76
H -0.46 0.41 3.70
H -6.14 1.23 1.95
H -7.13 1.14 -0.29
H -5.69 0.50 -2.22
H -3.31 -0.12 -1.76
Se 0.03 -5.28 -4.82
N 0.11 -3.54 -4.97
C -0.19 -2.98 -3.81
C -0.19 -1.56 -3.57
C -0.03 -0.61 -4.58
C -0.02 0.73 -4.23
C -0.14 1.08 -2.90
N -0.28 0.19 -1.92
C -0.35 -1.13 -2.23
C -0.64 -2.06 -1.19
N -0.75 -1.57 0.05
C -1.17 -2.35 1.04
C -1.45 -3.70 0.85
C -1.23 -4.26 -0.40
C -0.80 -3.45 -1.44
C -0.49 -3.91 -2.77
N -0.43 -5.18 -3.13
H 0.08 -0.93 -5.60
H 0.08 1.50 -4.98
H -0.11 2.11 -2.58
H -1.26 -1.88 2.00
H -1.80 -4.31 1.67
H -1.37 -5.32 -0.58
O -1.69 4.86 -0.73
C -1.13 3.85 -0.67
N -0.49 2.84 -0.66
C 2.09 0.50 2.61
Si 2.13 0.64 0.69
C 3.07 -0.96 0.06
C 4.52 -0.95 0.54
C 3.07 -1.08 -1.46
C 2.43 -2.23 0.64
C 2.93 2.36 0.22
C 2.26 3.46 1.07
C 4.44 2.41 0.50
C 2.70 2.70 -1.26
H 3.08 0.49 3.05
H 1.59 -0.41 2.93
H 1.56 1.35 3.04
H 5.07 -0.12 0.12
H 5.02 -1.87 0.24
H 4.57 -0.88 1.63
H 3.67 -0.30 -1.92
H 2.07 -1.03 -1.87
H 3.50 -2.04 -1.75
H 2.55 -2.27 1.72
H 2.94 -3.11 0.23
H 1.38 -2.31 0.41
H 2.56 3.39 2.11
H 1.18 3.41 1.00
H 2.57 4.44 0.70
H 4.67 2.05 1.50
H 4.79 3.44 0.42
H 4.98 1.82 -0.23
H 1.65 2.84 -1.45
H 3.09 1.93 -1.91
H 3.22 3.63 -1.50
```

Calculated values
F_max = 0.0334 hartree/bohr
Charge = +1
Lowest unoccupied orbital energy = -0.1414 hartree
Multiplicity = 1
Frontier orbital gap = 6.121 eV

=====

# 5
The following is a DFT calculation (ωB97M-V with the def2-TZVPD basis set) of C32H35BrGaO as an isolated structure at a distorted geometry.

```
70
C32H35BrGaO (ωB97M-V with the def2-TZVPD basis set)
O -3.29 -1.82 2.79
C -2.60 -2.91 2.44
Br -2.81 -3.68 0.61
C -1.52 -3.68 3.46
Ga 0.11 -2.34 3.59
H -1.98 -3.94 4.50
H -1.05 -4.65 2.94
H 1.43 -3.21 3.80
H 0.13 -1.60 2.15
H -0.15 -1.22 4.69
C -1.53 -3.00 -5.75
C -1.53 -1.82 -5.01
C -1.96 -1.82 -3.68
C -2.39 -3.00 -3.09
C -2.40 -4.19 -3.83
C -1.97 -4.18 -5.16
H -1.20 -3.00 -6.78
H -1.18 -0.89 -5.47
H -1.96 -0.89 -3.11
H -2.73 -3.01 -2.06
H -2.74 -5.11 -3.37
H -1.98 -5.11 -5.74
C 1.82 1.50 4.29
C 0.66 2.21 3.99
C 0.75 3.48 3.43
C 2.00 4.04 3.17
C 3.16 3.33 3.47
C 3.08 2.06 4.04
H 1.76 0.51 4.73
H -0.31 1.77 4.19
H -0.15 4.04 3.20
H 2.07 5.04 2.73
H 4.14 3.77 3.27
H 3.98 1.51 4.28
C 1.04 -6.91 1.80
C 0.86 -7.30 3.13
C 1.95 -7.73 3.89
C 3.23 -7.74 3.32
C 3.41 -7.34 2.00
C 2.31 -6.93 1.24
H 0.19 -6.58 1.21
H -0.13 -7.29 3.57
H 1.81 -8.04 4.92
H 4.08 -8.07 3.91
H 4.40 -7.36 1.56
H 2.45 -6.63 0.20
C -1.92 6.44 3.92
C -3.08 7.15 3.61
C -2.99 8.43 3.05
C -1.74 8.99 2.79
C -0.58 8.28 3.09
C -0.67 7.01 3.66
H -1.99 5.45 4.35
H -4.05 6.71 3.81
H -3.89 8.99 2.82
H -1.67 9.98 2.35
H 0.40 8.71 2.89
H 0.24 6.45 3.90
C 1.32 1.27 -8.59
C 0.62 0.92 -7.43
C 0.03 1.92 -6.64
C 0.13 3.25 -7.03
C 0.82 3.60 -8.19
C 1.42 2.61 -8.96
H 1.78 0.50 -9.19
H 0.54 -0.12 -7.13
H -0.50 1.65 -5.74
H -0.34 4.03 -6.42
H 0.89 4.64 -8.48
H 1.96 2.88 -9.86
```

Calculated values
F_max = 0.1673 hartree/bohr
Charge = -1
Lowest unoccupied orbital energy = 0.0838 hartree
Multiplicity = 1
Frontier orbital gap = 7.672 eV

=====

# 6
The following is a DFT calculation (ωB97M-V with the def2-TZVPD basis set) of a 7-piece molecular cluster, C32H35F6N2O18 overall at a distorted geometry.

```
93
C32H35F6N2O18 (ωB97M-V with the def2-TZVPD basis set)
C 3.02 -2.23 3.57
C 3.28 -1.61 2.18
C 2.33 -0.47 1.96
C 1.33 -0.55 1.03
C 0.46 0.54 0.92
N 0.67 1.58 1.71
C -0.30 2.71 1.63
C -1.67 2.18 1.97
C -2.73 2.27 1.07
C -3.97 1.73 1.39
C -4.20 1.08 2.60
C -5.55 0.48 2.89
C -3.13 1.01 3.50
C -1.89 1.55 3.20
N 1.63 1.72 2.60
C 2.45 0.71 2.71
H 1.95 -2.26 3.80
H 3.53 -1.69 4.37
H 3.35 -3.26 3.54
H 4.32 -1.32 2.05
H 3.04 -2.37 1.45
H 1.19 -1.43 0.41
H -0.37 0.54 0.22
H -0.32 3.07 0.61
H 0.01 3.50 2.30
H -2.55 2.76 0.12
H -4.75 1.83 0.65
H -5.90 -0.01 1.99
H -5.45 -0.26 3.68
H -6.25 1.26 3.18
H -3.31 0.50 4.44
H -1.09 1.45 3.93
H 3.23 0.78 3.45
C 3.29 -0.95 -3.12
C 3.01 0.49 -2.75
O 1.60 0.59 -2.93
C 1.09 -0.66 -2.72
O -0.06 -0.89 -2.51
O 2.06 -1.59 -2.73
F 3.63 1.36 -3.58
H 3.44 -1.07 -4.19
H 4.13 -1.37 -2.59
H 3.27 0.75 -1.71
C -6.28 4.94 -0.80
C -6.53 6.28 -0.15
O -6.90 5.92 1.16
C -6.30 4.74 1.45
O -6.18 4.27 2.53
O -5.83 4.15 0.31
F -7.54 6.95 -0.75
H -7.20 4.51 -1.20
H -5.53 4.97 -1.58
H -5.65 6.93 -0.11
C 4.71 4.12 -5.25
C 3.80 5.33 -5.16
O 4.38 6.22 -6.10
C 4.99 5.45 -7.05
O 5.35 5.85 -8.11
O 5.13 4.17 -6.62
F 3.84 5.90 -3.93
H 5.58 4.22 -4.60
H 4.19 3.19 -5.03
H 2.76 5.14 -5.43
C 2.15 -5.91 -4.68
C 1.02 -5.13 -5.32
O 1.45 -3.79 -5.14
C 2.81 -3.80 -5.09
O 3.48 -2.82 -5.17
O 3.28 -5.05 -4.93
F -0.15 -5.27 -4.67
H 2.01 -6.02 -3.60
H 2.29 -6.89 -5.13
H 0.88 -5.34 -6.38
C 0.14 -2.57 8.05
C -0.37 -2.65 6.63
O 0.77 -3.06 5.92
C 1.54 -3.80 6.78
O 2.43 -4.50 6.45
O 1.14 -3.60 8.06
F -0.77 -1.43 6.17
H 0.60 -1.61 8.26
H -0.63 -2.77 8.80
H -1.18 -3.36 6.48
C -1.58 -2.75 -0.99
C -0.23 -3.43 -1.04
O -0.56 -4.80 -0.96
C -1.82 -4.94 -1.50
O -2.30 -5.96 -1.84
O -2.41 -3.72 -1.62
F 0.55 -3.08 0.03
H -1.91 -2.59 0.03
H -1.60 -1.81 -1.54
H 0.33 -3.25 -1.96
```

Calculated values
F_max = 0.0383 hartree/bohr
Charge = +1
Lowest unoccupied orbital energy = -0.1504 hartree
Multiplicity = 1
Frontier orbital gap = 7.729 eV

=====

Look up the multiplicity of the first one. 1

=====

Look up the multiplicity of the fifth one. 1